Record 1
Molecular formula: H6O2S2
Method: DFT, ωB97M-V with the def2-TZVPD basis set

Geometry as XYZ:
```
10
Properties=species:S:1:pos:R:3:forces:R:3:lowdin_charge:R:1
S 0.683265 0.453406 2.399344 -0.2 3.0 1.1 -0.122
S 0.712754 -1.645390 2.123365 -0.1 -3.4 -0.3 -0.154
H 1.220248 0.751102 1.239030 0.2 0.2 -0.4 -0.339
H -0.593701 -2.018010 2.042511 0.2 0.2 -0.1 -0.288
H 0.787393 0.827030 -0.623890 0.4 0.8 0.3 0.003
H 0.974612 2.474839 -0.619706 0.1 -1.1 0.4 0.034
O 0.491691 1.694434 -0.931235 -0.7 0.3 -1.0 -0.116
H -1.398756 -1.434051 -1.306603 0.0 0.7 -0.5 0.042
H -1.621259 -0.106227 -2.154710 0.1 -0.2 0.5 0.026
O -1.256246 -0.997132 -2.168107 0.0 -0.6 0.1 -0.085
```
Forces are in eV/Å.

## Properties
**LUMO (spin up / spin down)**: 3.63 / 3.66 eV
**Total energy**: -950.41822 a.u.
**Total charge**: -1
**Energy above the lowest of the compared OMol25 structures with the same formula, charge and spin**: 10.3 kcal/mol
**Highest occupied orbital energy (spin up / spin down)**: -0.001 / -4.236 eV
**HOMO-LUMO gap (spin up / spin down)**: 3.63 / 7.90 eV
**Spin multiplicity**: 2
**Expectation value of S²**: 0.75

---

Record 2
Molecular formula: C5H11NO2
Method: DFT, ωB97M-V with the def2-TZVPD basis set

Geometry as XYZ:
```
19
Properties=species:S:1:pos:R:3:forces:R:3:lowdin_charge:R:1
C 0.789795 -0.195862 -0.138877 -2.5 -3.1 -1.0 -0.365
C -0.366349 -0.774391 -1.037019 0.2 0.7 -0.8 -0.196
C -1.622999 -0.120770 -0.566394 -2.8 4.5 -1.9 -0.220
C -1.649808 -0.321343 0.989789 0.0 -0.6 3.4 -0.192
C -0.526403 0.668930 1.568645 0.7 0.8 0.1 -0.205
H 2.989873 1.231636 -0.559506 -1.0 2.4 0.8 0.060
H 3.518491 0.217842 -1.603397 -1.0 -0.6 -0.4 0.100
H 1.038579 -1.129976 0.678287 0.6 2.9 -2.2 0.218
H 0.177971 -0.544039 -2.060561 -3.1 -0.7 1.4 0.160
H -0.429176 -1.810014 -0.895039 0.1 -1.7 0.1 0.081
H -1.256237 1.068309 -0.674677 -1.8 -2.9 0.2 0.153
H -2.788697 -0.080795 -1.393335 3.7 -0.8 3.0 0.199
H -2.503454 -0.175422 1.815573 0.9 0.1 -2.7 0.134
H -1.343100 -1.416008 1.396984 -0.3 2.2 -1.6 0.133
H -0.645944 1.799671 1.713678 -1.6 -1.8 1.0 0.146
H -0.076100 0.171453 2.531556 -0.3 1.0 -1.8 0.137
N 2.757501 0.370270 -0.941787 6.2 -1.2 0.4 -0.010
O 1.536636 0.045050 -1.330040 0.2 0.9 2.2 -0.171
O 0.399419 0.995461 0.506120 2.1 -2.1 0.1 -0.161
```
Forces are in eV/Å.

## Properties
**LUMO**: 1.03 eV
**Total energy**: -402.07114 a.u.
**Energy above the lowest of the compared OMol25 structures with the same formula, charge and spin**: 192.6 kcal/mol
**Highest occupied orbital energy**: -8.737 eV
**HOMO-LUMO gap**: 9.77 eV
**Spin multiplicity**: 1

---

Question: total energy of number 1 (H6O2S2)?
Answer: -950.41822 a.u.

---

Question: Among the records above, which one has the lowest spin multiplicity?
Answer: C5H11NO2

---

Copy entry 2 word for word.
Molecular formula: C5H11NO2
Method: DFT, ωB97M-V with the def2-TZVPD basis set

Geometry as XYZ:
```
19
Properties=species:S:1:pos:R:3:forces:R:3:lowdin_charge:R:1
C 0.789795 -0.195862 -0.138877 -2.5 -3.1 -1.0 -0.365
C -0.366349 -0.774391 -1.037019 0.2 0.7 -0.8 -0.196
C -1.622999 -0.120770 -0.566394 -2.8 4.5 -1.9 -0.220
C -1.649808 -0.321343 0.989789 0.0 -0.6 3.4 -0.192
C -0.526403 0.668930 1.568645 0.7 0.8 0.1 -0.205
H 2.989873 1.231636 -0.559506 -1.0 2.4 0.8 0.060
H 3.518491 0.217842 -1.603397 -1.0 -0.6 -0.4 0.100
H 1.038579 -1.129976 0.678287 0.6 2.9 -2.2 0.218
H 0.177971 -0.544039 -2.060561 -3.1 -0.7 1.4 0.160
H -0.429176 -1.810014 -0.895039 0.1 -1.7 0.1 0.081
H -1.256237 1.068309 -0.674677 -1.8 -2.9 0.2 0.153
H -2.788697 -0.080795 -1.393335 3.7 -0.8 3.0 0.199
H -2.503454 -0.175422 1.815573 0.9 0.1 -2.7 0.134
H -1.343100 -1.416008 1.396984 -0.3 2.2 -1.6 0.133
H -0.645944 1.799671 1.713678 -1.6 -1.8 1.0 0.146
H -0.076100 0.171453 2.531556 -0.3 1.0 -1.8 0.137
N 2.757501 0.370270 -0.941787 6.2 -1.2 0.4 -0.010
O 1.536636 0.045050 -1.330040 0.2 0.9 2.2 -0.171
O 0.399419 0.995461 0.506120 2.1 -2.1 0.1 -0.161
```
Forces are in eV/Å.

## Properties
**LUMO**: 1.03 eV
**Total energy**: -402.07114 a.u.
**Energy above the lowest of the compared OMol25 structures with the same formula, charge and spin**: 192.6 kcal/mol
**Highest occupied orbital energy**: -8.737 eV
**HOMO-LUMO gap**: 9.77 eV
**Spin multiplicity**: 1